Below is a structure of composition C8H23I2NO5Zn, with properties calculated with the ωB97M-V functional and the def2-TZVPD basis.

Each line ends with the natural charge from an NBO analysis.
Atoms and positions in Å:
Zn1 1.0519 0.2518 -0.8751  1.52
I1 2.9515 -1.5894 -2.1485  -0.83
I2 2.3182 2.6432 -1.0129  -0.79
C1 -1.8530 1.5525 -3.7252  -0.62
C2 -0.9409 1.5956 -2.5439  -0.10
C3 -1.6883 1.5632 -1.1901  -0.07
O1 -0.7787 1.1587 -0.1743  -0.61
C4 -1.2533 1.3021 1.1172  -0.26
N1 -0.0383 0.5172 -2.6852  -0.89
H1 -2.1941 0.5357 -3.9197  0.19
H2 -1.3186 1.9607 -4.5830  0.23
H3 -2.7544 2.1086 -3.4674  0.22
H4 -0.3699 2.5184 -2.6467  0.24
H5 -2.5734 0.9454 -1.0389  0.17
H6 -1.9487 2.5986 -0.9704  0.20
H7 -0.4356 1.0385 1.7879  0.23
H8 -2.0376 0.5763 1.3325  0.16
H9 -1.5199 2.3372 1.3310  0.19
H10 0.3764 0.7498 -3.5762  0.40
H11 -0.5882 -0.2585 -3.0257  0.36
C5 2.7543 -0.2501 1.7705  -0.10
C6 2.4476 -0.2194 3.2854  -0.11
O2 1.5563 0.9070 3.5230  -0.73
O3 1.4890 -0.2940 1.0668  -0.83
H12 3.3484 -1.1239 1.5030  0.20
H13 3.3185 0.6046 1.3972  0.22
H14 3.2527 -0.0956 4.0097  0.20
H15 1.8365 -1.0945 3.5065  0.16
H16 2.1260 1.6555 3.7147  0.47
H17 0.9639 -0.6223 1.8004  0.52
C7 -1.2373 -2.3538 1.2228  -0.10
C8 -0.3687 -2.6487 -0.0014  -0.11
O4 -0.2069 -1.4882 -0.8466  -0.75
O5 -0.5117 -1.7672 2.2871  -0.73
H18 -1.6932 -3.2940 1.5332  0.18
H19 -2.0903 -1.7129 0.9997  0.18
H20 -0.7659 -3.4299 -0.6496  0.19
H21 0.6323 -2.9690 0.2876  0.22
H22 -1.0745 -1.4460 -1.2553  0.47
H23 -0.1820 -2.4633 2.8601  0.48

Kohn-Sham gap ... 6.92 eV
Net charge ... 0
Energy ... -3124.30781 hartree
LUMO level ... -0.168 eV
F_max ... 1.995 eV Å⁻¹
Relative energy (zero: lowest compared OMol25 entry of this formula, charge and spin) ... 22.9 kcal/mol

=====

Below is a structure of composition C23H18BBrINO6PdS2, with properties calculated with the ωB97M-V functional and the def2-TZVPD basis.

Each line ends with the natural charge from an NBO analysis.
Atoms and positions in Å:
Pd1 0.0474 -0.6800 1.2981  0.76
O1 2.5371 -0.6699 4.4133  -0.94
S1 1.1921 -0.8731 3.9633  2.43
O2 0.2278 -1.1959 4.9950  -1.00
O3 0.6883 0.2288 3.0694  -0.98
C1 1.1298 -2.2685 2.7992  -0.45
C2 0.0748 -3.1711 3.0127  -0.19
C3 -0.1297 -4.2458 2.1731  -0.22
C4 0.7165 -4.4397 1.0881  -0.19
C5 1.7626 -3.5683 0.8673  -0.22
C6 2.0004 -2.4739 1.7080  -0.23
S2 3.5331 -1.5468 1.3444  2.42
O4 4.4998 -2.1212 2.2541  -0.99
O5 3.7947 -1.8753 -0.0608  -1.04
O6 3.2144 -0.1478 1.5418  -1.01
H1 -0.5772 -2.9820 3.8538  0.25
H2 -0.9681 -4.9104 2.3397  0.21
H3 0.5381 -5.2531 0.3960  0.21
H4 2.4243 -3.6952 0.0222  0.25
Br1 -0.0585 -1.7057 -4.2627  0.07
C7 -0.2643 0.1067 -3.7540  -0.12
C8 -1.3248 0.8053 -4.3183  -0.24
C9 -1.5469 2.1266 -3.9705  -0.23
C10 -0.7050 2.7475 -3.0590  -0.22
C11 0.3503 2.0450 -2.5019  -0.16
C12 0.5900 0.7116 -2.8369  -0.24
I1 2.1119 -0.2994 -1.8249  0.28
H5 -1.9805 0.2964 -5.0119  0.22
H6 -2.3877 2.6603 -4.3966  0.20
H7 -0.8794 3.7720 -2.7542  0.21
H8 0.9843 2.5212 -1.7653  0.23
B1 -2.1605 -3.6420 -1.5753  -0.57
C13 -1.3890 -2.5238 -0.7583  0.39
N1 -0.8196 -1.7181 -0.1628  -0.57
H9 -2.7749 -4.3138 -0.7649  -0.01
H10 -2.9143 -3.0866 -2.3498  -0.01
H11 -1.3318 -4.3110 -2.1628  -0.01
C14 1.1026 4.6315 0.3893  -0.23
C15 1.8036 3.4743 0.7939  -0.24
C16 1.1528 2.2811 0.9420  -0.16
C17 -0.2400 2.1765 0.6842  -0.14
C18 -0.9417 0.9355 0.7692  -0.01
C19 -2.2798 0.8946 0.4852  -0.29
C20 -2.9813 2.0662 0.1187  -0.19
C21 -2.3345 3.2633 0.0216  -0.26
C22 -0.9464 3.3441 0.2930  0.02
C23 -0.2413 4.5664 0.1519  -0.24
H12 1.6311 5.5713 0.2730  0.19
H13 2.8679 3.5226 0.9886  0.21
H14 1.7109 1.4066 1.2558  0.28
H15 -2.8100 -0.0481 0.5129  0.22
H16 -4.0410 1.9983 -0.1013  0.20
H17 -2.8648 4.1634 -0.2720  0.19
H18 -0.7937 5.4495 -0.1545  0.19

Kohn-Sham gap ... 7.57 eV
Net charge ... -2
Energy ... -5214.38766 hartree
LUMO level ... 4.297 eV
F_max ... 0.332 eV Å⁻¹
Relative energy (zero: lowest compared OMol25 entry of this formula, charge and spin) ... 0.0 kcal/mol

=====

Below is a cluster of 8 separate species, C63H73BINO7S in total, with properties calculated with the ωB97M-V functional and the def2-TZVPD basis.

Each line ends with the Mulliken charge.
Atoms and positions in Å:
C1 6.8006 -3.5523 -0.9469  -1.39
C2 5.3366 -3.1681 -0.6684  0.29
O1 5.0112 -1.8242 -1.0681  -0.72
B1 4.3628 -1.7783 -2.2820  0.83
O2 4.9024 -2.5503 -3.2911  -0.54
C3 3.0111 -0.8915 -2.4610  2.33
C4 2.8782 -0.6958 -4.0071  -1.68
C5 2.0148 0.4420 -4.5367  0.26
C6 0.9084 0.1001 -5.2940  -0.46
C7 0.0738 1.0280 -5.8663  -0.95
C8 0.3146 2.3838 -5.7067  0.72
C9 -0.6023 3.3738 -6.3774  -1.57
C10 1.4117 2.7340 -4.9497  -0.90
C11 2.2477 1.8004 -4.3893  -0.07
C12 3.1805 0.4611 -1.7444  -1.60
O3 3.4864 0.3878 -0.3485  -0.38
S1 2.3692 -0.3173 0.5425  1.23
O4 1.2399 0.5441 0.6646  -0.61
O5 2.9839 -0.6126 1.7967  -0.63
C13 2.0211 -1.8906 -0.2767  0.91
C14 0.8477 -2.7062 0.3682  -0.23
C15 0.3312 -2.1953 1.7108  0.03
C16 0.9522 -2.5823 3.0577  -1.55
N1 -0.6938 -1.4426 1.6812  -0.31
C17 1.7936 -1.6382 -1.8099  -2.26
I1 1.6878 -3.6847 -2.6441  0.19
C18 0.4427 -0.8671 -1.9822  0.84
C19 -0.6368 -1.5783 -2.8287  -1.46
O6 -1.7362 -0.6233 -2.9471  -0.30
C20 -2.6005 -0.7189 -1.8864  0.67
C21 -3.8061 -1.6446 -2.1009  -1.07
O7 -2.4780 -0.1075 -0.8527  -0.46
H1 7.3116 -2.8400 -1.5955  0.29
H2 7.3217 -3.5818 0.0185  0.39
H3 6.8869 -4.5675 -1.3486  0.33
H4 5.1638 -3.2349 0.4140  0.07
H5 4.6470 -3.9010 -1.1088  0.18
H6 4.2231 -3.0122 -3.7980  0.24
H7 3.8969 -0.4966 -4.3756  0.61
H8 2.5727 -1.6101 -4.5257  0.66
H9 0.6945 -0.9520 -5.4801  0.49
H10 -0.7727 0.6687 -6.4474  0.33
H11 -0.9883 4.1386 -5.6963  0.36
H12 -1.4395 2.8567 -6.8572  0.37
H13 -0.0938 3.9102 -7.1919  0.30
H14 1.5921 3.7993 -4.8144  0.43
H15 3.1134 2.1329 -3.8222  0.52
H16 2.3346 1.1482 -1.8722  0.45
H17 4.0329 0.9664 -2.2159  0.46
H18 2.9025 -2.5102 -0.0941  0.29
H19 1.2101 -3.7271 0.5433  0.59
H20 -0.0181 -2.7946 -0.2895  0.11
H21 0.1255 -2.9352 3.6884  0.59
H22 1.3386 -1.6768 3.5297  0.35
H23 1.6844 -3.3922 2.9999  0.11
H24 -0.9393 -1.1754 2.6371  0.22
H25 0.5916 0.1459 -2.3631  0.32
H26 -0.0591 -0.7122 -1.0178  -0.05
H27 -1.0487 -2.4497 -2.3096  0.56
H28 -0.3222 -1.7703 -3.8514  0.27
H29 -4.2047 -1.4146 -3.0960  0.36
H30 -4.5628 -1.4599 -1.3424  0.35
H31 -3.4247 -2.6713 -2.1060  0.27
C22 -3.0614 1.4688 1.7939  -0.05
C23 -2.7258 2.7506 2.2107  -0.65
C24 -3.3872 3.3288 3.2874  -0.42
C25 -4.3788 2.6212 3.9543  -0.69
C26 -4.7124 1.3381 3.5405  -0.43
C27 -4.0569 0.7642 2.4588  -0.52
H32 -2.5503 1.0189 0.9551  0.60
H33 -1.9480 3.3002 1.6949  0.49
H34 -3.1291 4.3313 3.6070  0.47
H35 -4.8918 3.0694 4.7968  0.45
H36 -5.4847 0.7853 4.0623  0.44
H37 -4.3203 -0.2350 2.1327  0.39
C28 3.5919 2.8790 -8.6151  -0.81
C29 2.2451 2.5641 -8.7202  0.04
C30 1.5515 2.8562 -9.8870  -0.52
C31 2.2088 3.4552 -10.9532  -0.42
C32 3.5581 3.7667 -10.8497  -0.42
C33 4.2491 3.4825 -9.6796  -0.45
H38 4.1305 2.6538 -7.7026  0.58
H39 1.7378 2.0915 -7.8893  0.45
H40 0.4982 2.6158 -9.9658  0.42
H41 1.6696 3.6789 -11.8652  0.37
H42 4.0712 4.2322 -11.6819  0.37
H43 5.3004 3.7300 -9.5973  0.40
C34 -2.7972 6.6549 -0.6992  -0.39
C35 -2.4609 7.9366 -0.2844  -0.40
C36 -3.1217 8.5142 0.7909  -0.34
C37 -4.1128 7.8062 1.4575  -0.43
C38 -4.4464 6.5233 1.0449  -0.33
C39 -3.7916 5.9489 -0.0361  -0.40
H44 -2.2836 6.2055 -1.5400  0.41
H45 -1.6833 8.4860 -0.8004  0.35
H46 -2.8637 9.5162 1.1105  0.36
H47 -4.6251 8.2548 2.2995  0.36
H48 -5.2179 5.9703 1.5661  0.40
H49 -4.0553 4.9501 -0.3606  0.41
C40 -4.4692 -0.8050 6.8562  -0.43
C41 -4.1331 0.4762 7.2721  -0.37
C42 -4.7937 1.0530 8.3480  -0.56
C43 -5.7848 0.3444 9.0143  -0.16
C44 -6.1186 -0.9380 8.6008  -0.18
C45 -5.4637 -1.5115 7.5191  -0.54
H50 -3.9556 -1.2526 6.0144  0.42
H51 -3.3560 1.0259 6.7556  0.43
H52 -4.5358 2.0549 8.6679  0.37
H53 -6.2973 0.7929 9.8570  0.33
H54 -6.8908 -1.4909 9.1222  0.33
H55 -5.7279 -2.5098 7.1934  0.36
C46 6.0107 -4.1345 5.8129  -0.35
C47 5.6460 -5.4098 5.4023  -0.35
C48 4.8974 -5.5793 4.2460  -0.63
C49 4.5219 -4.4729 3.4961  -0.21
C50 4.8888 -3.1971 3.9037  -0.15
C51 5.6302 -3.0281 5.0650  -0.57
H56 6.5919 -4.0025 6.7168  0.36
H57 5.9451 -6.2723 5.9847  0.36
H58 4.6075 -6.5734 3.9288  0.36
H59 3.9409 -4.6047 2.5905  0.39
H60 4.5954 -2.3343 3.3161  0.40
H61 5.9123 -2.0337 5.3867  0.39
C52 6.8102 -1.8570 -8.8267  -0.36
C53 6.2227 -2.4918 -7.7408  -0.60
C54 5.1329 -1.9129 -7.1043  -0.13
C55 4.6248 -0.7035 -7.5596  -0.31
C56 5.2109 -0.0701 -8.6477  -0.16
C57 6.3056 -0.6445 -9.2789  -0.57
H62 7.6621 -2.3071 -9.3209  0.37
H63 6.6149 -3.4380 -7.3895  0.38
H64 4.6792 -2.4055 -6.2528  0.23
H65 3.7701 -0.2527 -7.0658  0.48
H66 4.8124 0.8709 -9.0019  0.25
H67 6.7656 -0.1476 -10.1240  0.39
C58 -10.4480 -2.5417 12.7175  -0.35
C59 -9.4311 -2.7460 13.6403  -0.36
C60 -8.2154 -2.0928 13.4907  -0.44
C61 -8.0197 -1.2276 12.4228  -0.29
C62 -9.0380 -1.0208 11.5022  -0.22
C63 -10.2507 -1.6807 11.6467  -0.49
H68 -11.3949 -3.0540 12.8327  0.35
H69 -9.5861 -3.4159 14.4767  0.35
H70 -7.4203 -2.2572 14.2069  0.36
H71 -7.0728 -0.7144 12.3083  0.33
H72 -8.8856 -0.3443 10.6697  0.39
H73 -11.0425 -1.5231 10.9253  0.36

Kohn-Sham gap ... 8.42 eV
Net charge ... 0
Energy ... -3746.62777 hartree
LUMO level ... -0.355 eV
F_max ... 2.027 eV Å⁻¹

=====

Below is the ion CH6N4O with charge +2, with properties calculated with the ωB97M-V functional and the def2-TZVPD basis.

Each line ends with the natural charge from an NBO analysis.
Atoms and positions in Å:
C1 -0.2351 -0.3384 0.0319  0.40
N1 -1.3887 0.2890 0.0824  -0.21
N2 3.1555 -0.3469 0.0167  -0.06
N3 -2.6607 -0.1182 -0.0673  -0.56
N4 2.3481 0.5171 0.0439  0.22
O1 0.8662 0.4807 -0.0107  -0.42
H1 -0.0278 -1.4120 0.2713  0.25
H2 -1.3582 1.2313 -0.2193  0.46
H3 3.3180 -1.3988 0.0662  0.52
H4 -3.3674 0.6744 -0.0332  0.45
H5 -3.0862 -1.0653 0.0206  0.46
H6 2.4362 1.4872 -0.2025  0.49

Kohn-Sham gap (spin up / spin down) ... 7.28 / 7.28 eV
Net charge ... +2
Energy ... -335.02904 hartree
LUMO level (spin up / spin down) ... -11.392 / -11.391 eV
F_max ... 5.305 eV Å⁻¹
Relative energy (zero: lowest compared OMol25 entry of this formula, charge and spin) ... 50.0 kcal/mol

=====

Below is the ion C7H8ClO with charge +1, with properties calculated with the ωB97M-V functional and the def2-TZVPD basis.

Each line ends with the natural charge from an NBO analysis.
Atoms and positions in Å:
C1 0.3353 -1.0372 -0.0400  0.32
C2 2.3529 0.2554 -0.4649  0.25
C3 -0.1643 0.2375 0.1648  -0.13
C4 0.5145 1.4280 0.1475  0.48
C5 -0.9555 -0.6746 -0.6368  -0.42
C6 1.0331 -2.1934 0.3469  -0.72
C7 -0.1018 2.7958 0.0471  -0.67
O1 1.8503 1.3050 0.0793  -0.43
Cl1 3.8290 -0.2556 -0.0174  0.20
H1 -1.1004 -0.1911 -1.6334  0.26
H2 -1.8647 -1.0258 -0.1423  0.25
H3 1.7307 -1.9729 1.1642  0.25
H4 1.4587 -2.5906 -0.4976  0.28
H5 0.4912 -3.0219 0.8936  0.30
H6 -1.0571 2.7229 0.6357  0.26
H7 -0.4254 2.9741 -1.0409  0.27
H8 0.6412 3.4282 0.4054  0.26

Kohn-Sham gap (spin up / spin down) ... 8.07 / 8.07 eV
Net charge ... +1
Energy ... -806.45897 hartree
LUMO level (spin up / spin down) ... -5.517 / -5.516 eV
F_max ... 4.533 eV Å⁻¹
Relative energy (zero: lowest compared OMol25 entry of this formula, charge and spin) ... 33.0 kcal/mol

=====

Below is a structure of composition CH4N2O3, with properties calculated with the ωB97M-V functional and the def2-TZVPD basis.

Each line ends with the natural charge from an NBO analysis.
Atoms and positions in Å:
C1 0.6772 -0.4550 -0.6189  0.58
N1 -0.6523 0.6162 0.2836  -0.16
N2 -1.7949 0.1725 0.2378  -0.40
O1 2.3837 0.5198 0.5761  -0.41
O2 0.4331 -1.1899 0.3559  -0.63
O3 1.8026 0.3622 -0.6775  -0.27
H1 0.1538 -0.6478 -1.6940  0.15
H2 -2.4164 0.0755 1.0469  0.35
H3 -2.2534 -0.3096 -0.6274  0.32
H4 1.6665 0.8559 1.1176  0.47

Kohn-Sham gap ... 9.76 eV
Net charge ... 0
Energy ... -375.50962 hartree
LUMO level ... 0.366 eV
F_max ... 2.894 eV Å⁻¹
Relative energy (zero: lowest compared OMol25 entry of this formula, charge and spin) ... 98.9 kcal/mol